Molecular formula: C5H13NO
Method: DFT, ωB97M-V/def2-TZVPD

The geometry in ORCA input format:
```
! wB97M-V def2-TZVPD RIJCOSX def2/J DEFGRID3
* xyz 0 1
C 0.65828 -0.69309 2.20252
C 1.39171 -1.45178 1.13653
O 1.50145 -2.65408 1.03384
N 1.99009 -0.65014 0.18489
H -0.22460 -1.29100 2.38887
H 0.30420 0.25406 1.83000
H 2.58781 -0.98582 -0.54751
H 2.10328 0.31493 0.45286
H 1.19738 -0.60421 3.13938
C -0.68873 0.75842 -1.62469
C -1.18447 -0.58433 -1.03567
C -1.11097 1.91841 -0.72062
H 0.39930 0.75751 -1.69120
H -1.13117 0.89296 -2.61259
H -1.52403 -1.29236 -1.79043
H -0.78809 1.76251 0.30731
H -0.81209 2.89684 -1.09442
H -2.05809 -0.35418 -0.42560
H -0.40629 -1.00657 -0.41048
H -2.20497 2.01191 -0.72298
*
```

Gap between HOMO and LUMO, Ha: 0.3949
Strongest force on any atom, Eh/bohr: 0.042
SMILES string: CC(N)=O.CCC
Energy relative to the best compared isomer or geometry (same formula, charge and spin), kJ/mol: 27.0


Molecular formula: C2H4Cl2FNS
Method: DFT, ωB97M-V/def2-TZVPD

The geometry in ORCA input format:
```
! wB97M-V def2-TZVPD RIJCOSX def2/J DEFGRID3
* xyz 0 1
C -1.48258 -0.19443 -0.73604
C 1.75051 -0.07272 0.63080
N -1.72968 0.14774 0.62935
F -0.66692 -1.29175 -0.81174
S -2.40807 1.44752 1.00180
Cl 1.56272 0.53324 -1.01694
Cl 3.49490 -0.01310 1.04772
H -0.80845 0.51206 -1.29701
H -2.36095 -0.58066 -1.35829
H 1.19908 0.72369 1.28159
H 1.44944 -1.21159 0.62876
*
```

Gap between HOMO and LUMO (alpha / beta), Ha: 0.2673 / 0.2670
Strongest force on any atom, Eh/bohr: 0.053
SMILES string: ClCCl.FCN=S
Energy relative to the best compared isomer or geometry (same formula, charge and spin), kJ/mol: 21.0


Molecular formula: C39H50N8O4
Method: DFT, ωB97M-V/def2-TZVPD

The geometry in ORCA input format:
```
! wB97M-V def2-TZVPD RIJCOSX def2/J DEFGRID3
* xyz 6 1
N 1.48089 -2.33870 0.46706
O 0.53286 -1.64766 0.36206
O 1.47642 -3.21224 1.34946
O 2.45650 -2.16353 -0.34037
C 2.03978 -4.20961 -2.91297
C 3.42853 -3.75339 -3.40512
O 4.05737 -4.15992 -4.44169
N 4.09028 -2.74720 -2.51489
H 4.30386 -1.89628 -3.01531
H 3.41310 -2.62312 -1.77588
C 5.33061 -3.25970 -1.84208
H 1.33238 -3.44142 -2.60061
H 2.17397 -4.76074 -1.98219
H 1.79802 -4.92326 -3.70059
H 5.96649 -3.53384 -2.68387
H 5.20645 -4.19752 -1.30062
H 5.81503 -2.42106 -1.34197
C 10.09187 1.65238 -0.05023
N 8.75123 1.54098 0.52494
C 8.52083 1.19697 1.80607
C 7.25927 1.01914 2.33219
C 6.13830 1.25457 1.49858
C 6.38212 1.62723 0.15515
C 7.72344 1.71112 -0.28598
C 4.75460 1.31077 2.12835
C 4.53523 1.49122 3.45860
C 3.25670 1.70536 4.04681
N 2.15770 1.57197 3.30675
C 2.22927 1.06570 1.98107
C 3.55139 0.96062 1.40637
C 0.83656 2.04360 3.76363
H 10.53660 2.57942 0.31159
H 10.11063 1.96645 -1.09383
H 10.66996 0.72843 -0.03483
H 9.48232 1.09345 2.28691
H 7.19946 0.87235 3.40050
H 5.62925 2.00455 -0.52103
H 7.82367 2.02751 -1.31372
H 5.34835 1.75973 4.11673
H 3.10096 2.16029 5.01386
H 1.33758 0.85173 1.41053
H 3.57277 0.80781 0.33745
H 0.07122 1.46393 3.24754
H 0.84720 3.11177 3.54684
H 0.76778 1.79462 4.82258
C -8.50988 -5.43604 -2.01323
N -7.48295 -4.83434 -1.09172
C -7.37215 -5.32128 0.16204
C -6.39686 -4.76387 1.04634
C -5.48000 -3.86674 0.53848
C -5.63655 -3.35694 -0.76568
C -6.61864 -3.89481 -1.56411
C -4.32084 -3.40484 1.38846
C -4.56322 -2.56067 2.50072
C -3.45857 -1.94909 3.16479
N -2.21690 -2.30056 2.76504
C -1.98155 -3.20854 1.79980
C -3.03709 -3.79417 1.16570
C -1.01457 -1.71605 3.35967
H -8.56373 -6.50999 -1.83481
H -8.13625 -5.21711 -3.01352
H -9.45757 -4.89833 -1.98422
H -8.07911 -6.07183 0.48343
H -6.39515 -5.07210 2.08142
H -4.93162 -2.62235 -1.12604
H -6.82978 -3.39055 -2.49553
H -5.57328 -2.34150 2.81400
H -3.63648 -1.14236 3.86045
H -0.99277 -3.64188 1.83023
H -2.86560 -4.65845 0.54118
H -1.15145 -1.44530 4.40660
H -0.63546 -0.95217 2.68080
H -0.27225 -2.51124 3.42844
C -3.91110 8.84602 -1.39218
N -3.50516 7.43544 -1.42457
C -4.36579 6.53613 -1.82529
C -3.97784 5.16768 -1.87550
C -2.74424 4.75506 -1.41045
C -1.91442 5.75976 -0.84587
C -2.30697 7.10289 -0.83649
C -2.41054 3.28336 -1.54530
C -1.07744 2.85427 -1.28343
C -0.68405 1.49966 -1.45253
N -1.66069 0.57973 -1.76234
C -2.98291 0.88373 -1.90828
C -3.32323 2.23236 -1.86948
C -1.20966 -0.75279 -2.11290
H -4.56011 9.03017 -2.24832
H -2.99344 9.43188 -1.44483
H -4.40955 9.12980 -0.46530
H -5.27442 6.90726 -2.27590
H -4.63345 4.45113 -2.34788
H -0.98184 5.65147 -0.31205
H -1.65178 7.82513 -0.37228
H -0.33593 3.62726 -1.14546
H 0.32516 1.19390 -1.21931
H -3.65302 0.04543 -2.02914
H -4.36755 2.42626 -2.06495
H -0.12368 -0.75214 -2.20642
H -1.66853 -0.97381 -3.07659
H -1.57633 -1.37882 -1.29942
*
```

Gap between HOMO and LUMO, Ha: 0.2473
Strongest force on any atom, Eh/bohr: 0.138
Energy relative to the best compared isomer or geometry (same formula, charge and spin), kJ/mol: 545.5


Molecular formula: C9H16O3Se
Method: DFT, ωB97M-V/def2-TZVPD

The geometry in ORCA input format:
```
! wB97M-V def2-TZVPD RIJCOSX def2/J DEFGRID3
* xyz 0 1
C -0.59656 -2.62035 0.28728
C 0.37323 -1.95273 -0.31460
C 1.42556 2.11770 0.50330
C -1.30773 -3.79407 -0.29420
C 1.04150 0.59947 -1.92265
C 1.10191 4.41782 0.81658
C -1.56643 1.14399 1.55166
C 1.03193 -0.73490 0.26401
C 0.55019 0.48945 -0.50728
O 2.39740 1.94956 1.18364
O 2.42990 -0.86903 0.16370
O 0.72104 3.16137 0.22988
Se -1.34066 0.89281 -0.37648
H -0.92520 -2.32413 1.27603
H 0.73669 -2.24273 -1.29094
H -2.38274 -3.65515 -0.21147
H -1.04511 -3.93167 -1.33859
H -1.04838 -4.69867 0.25411
H 0.85663 1.59824 -2.31443
H 0.50657 -0.11441 -2.55478
H 2.10493 0.37522 -1.96646
H 1.89840 4.25746 1.54430
H 0.22032 4.83743 1.30001
H 1.44335 5.08095 0.02176
H -2.62279 1.01365 1.76822
H -0.98590 0.39811 2.08406
H -1.24821 2.14438 1.82563
H 0.74078 -0.63815 1.32367
H 2.83790 -0.09967 0.58356
*
```

Gap between HOMO and LUMO, Ha: 0.3159
Strongest force on any atom, Eh/bohr: 0.096
Energy relative to the best compared isomer or geometry (same formula, charge and spin), kJ/mol: 0.0


Molecular formula: C9H14F12KN3O9S4
Method: DFT, ωB97M-V/def2-TZVPD

The geometry in ORCA input format:
```
! wB97M-V def2-TZVPD RIJCOSX def2/J DEFGRID3
* xyz 0 1
K -11.67371 13.39660 8.50138
C -12.33993 16.38334 13.18426
N -11.83112 15.49669 14.27995
C -10.36032 15.51406 14.19958
C -12.23073 16.08978 15.56210
C -12.40472 14.12396 14.13537
C -11.63818 13.25477 13.17107
O -11.58087 13.79776 11.88352
H -12.05221 17.40818 13.40268
H -13.42838 16.33800 13.16589
H -11.97480 16.01100 12.23712
H -10.02745 15.17743 13.22048
H -9.87688 14.91670 14.96726
H -10.02585 16.54713 14.29026
H -13.30806 16.24433 15.51576
H -11.60086 16.92728 15.81700
H -12.12854 15.30771 16.31761
H -13.45624 14.20074 13.87423
H -12.28759 13.64140 15.10638
H -12.08968 12.24934 13.20215
H -10.64676 13.03221 13.58638
H -11.02290 13.15934 11.35852
C -9.36170 15.49598 6.05717
F -9.87387 15.65956 7.30956
F -9.05841 16.68224 5.55663
F -8.26056 14.75986 6.15649
S -10.57044 14.68174 4.94159
O -11.63046 15.61742 4.76858
O -9.73126 14.34995 3.85891
N -11.02621 13.38340 5.82711
S -10.96383 12.12762 4.79423
O -11.64503 12.31750 3.55259
O -9.67158 11.50474 4.70974
C -11.97803 10.78410 5.62567
F -12.55011 10.03972 4.71838
F -11.17820 10.01591 6.38006
F -12.92237 11.26594 6.47239
C -8.26205 14.38391 10.12306
F -9.23488 15.25178 10.39763
F -8.31817 14.05834 8.83392
F -7.08165 14.93477 10.35075
S -8.42310 12.85984 11.12789
O -7.25228 12.13347 10.82257
O -8.63655 13.29023 12.48450
N -9.87743 12.30638 10.49432
S -9.57325 10.71971 10.30426
O -8.94232 10.43920 9.05684
O -9.19444 10.04698 11.49538
C -11.25876 9.99692 10.03752
F -11.14831 8.77476 9.57831
F -11.98889 9.99243 11.15139
F -11.90928 10.72217 9.08744
*
```

Gap between HOMO and LUMO, Ha: 0.2983
Strongest force on any atom, Eh/bohr: 0.050
Energy relative to the best compared isomer or geometry (same formula, charge and spin), kJ/mol: 0.0


Molecular formula: C4H5NO
Method: DFT, ωB97M-V/def2-TZVPD

The geometry in ORCA input format:
```
! wB97M-V def2-TZVPD RIJCOSX def2/J DEFGRID3
* xyz 0 1
C -0.81905 1.55466 0.26748
C -0.76842 0.10399 0.20076
N -1.12375 -1.03030 0.04893
C 0.18381 -1.43878 -0.59907
C 1.36574 -1.06954 0.02493
O 1.44997 -0.15418 0.87817
H -1.37134 1.82522 1.17506
H -1.33545 1.96560 -0.60451
H 0.20007 1.93679 0.35527
H 0.04508 -2.09818 -1.44298
H 2.25305 -1.66072 -0.26219
*
```

Gap between HOMO and LUMO, Ha: 0.3022
Strongest force on any atom, Eh/bohr: 0.019
Energy relative to the best compared isomer or geometry (same formula, charge and spin), kJ/mol: 361.4